C53H64N3O2 | the ωB97M-V functional and the def2-TZVPD basis

The geometry in XYZ format:
```
122
Properties=species:S:1:pos:R:3:forces:R:3
C 2.88052 -1.12542 -3.48155 0.096 0.344 -0.034
C 1.66620 -2.03533 -3.56570 -0.549 0.308 0.057
C 0.54143 -1.35059 -4.35025 -0.109 0.359 -0.184
C 2.08330 -3.25770 -4.40954 0.054 -0.362 0.171
C 1.10481 -2.50263 -2.18474 -0.312 0.233 -0.147
C 0.13414 -3.50959 -2.29096 0.246 -0.419 0.403
C -0.16066 -4.33221 -1.21063 0.048 -0.072 0.008
C 0.64416 -4.26356 -0.06918 0.028 -0.131 -0.283
C 1.49186 -3.16733 0.14651 -0.301 0.071 -0.101
C 2.43075 -3.13553 1.37906 -0.495 0.043 0.317
C 2.15179 -1.90843 2.24395 0.042 0.442 0.262
C 3.89508 -3.17829 0.92581 0.027 -0.131 -0.141
C 2.19285 -4.34354 2.29007 -0.066 -0.316 0.033
C 1.48163 -2.14078 -0.84907 -0.234 -1.129 -0.191
N 1.73747 -0.75608 -0.47691 1.125 1.364 0.939
C 0.79652 0.18650 -0.07951 1.000 0.648 -3.072
C -0.67125 -0.10749 -0.37923 1.095 1.781 -1.010
C -1.36675 1.18356 -0.85635 -0.200 0.098 0.212
C -1.08102 1.61061 -2.16353 -0.475 -0.287 -0.112
C -1.55012 2.81908 -2.64994 -0.403 0.283 0.677
C -2.34872 3.60303 -1.79556 1.163 -1.221 0.625
N -2.20296 5.02272 -1.93341 -0.419 3.006 -0.748
O -2.69726 5.76012 -1.05085 0.866 -1.431 -1.803
O -1.51625 5.45372 -2.89301 -1.489 -0.757 1.976
C -2.82357 3.10909 -0.56769 0.653 -0.002 -0.386
C -2.26649 1.92645 -0.07742 -0.433 -0.097 -0.363
N 1.45659 1.42661 -0.09359 0.804 -1.840 1.341
C 0.99754 2.79532 0.11522 -0.091 1.207 0.432
C 0.36288 3.15965 1.32977 -0.250 -0.272 0.391
C 0.58024 2.38794 2.64515 -0.470 -0.236 -0.427
C -0.13819 3.06098 3.82242 0.030 0.038 0.157
C 2.06029 2.23553 2.99013 0.231 0.371 -0.049
C 0.00120 1.01030 2.49289 0.123 -0.838 -0.047
C -0.42893 4.31484 1.35679 0.206 0.058 0.004
C -0.20589 5.31120 0.42356 0.200 0.015 0.278
C 0.79565 5.11304 -0.50784 -0.226 0.333 -0.118
C 1.31506 3.84616 -0.79260 0.233 -0.177 -0.441
C 2.25995 3.83545 -2.03959 -0.258 0.385 -0.031
C 1.85314 4.94349 -3.03953 -0.117 0.245 -0.169
C 2.25283 2.54862 -2.84572 0.140 -0.336 -0.203
C 3.67508 4.20223 -1.57961 0.174 -0.034 0.100
C 2.83205 1.13525 -0.07035 -0.572 0.150 -0.742
C 3.00373 -0.16192 -0.36697 -0.383 -0.156 -0.459
H 3.69983 -1.58880 -2.91772 -0.141 0.077 -0.048
H 3.24817 -0.92930 -4.50098 -0.080 -0.055 0.341
H 2.62871 -0.15624 -3.04416 0.099 -0.128 0.027
H -0.25429 -2.06528 -4.59990 0.166 0.271 0.053
H 0.09588 -0.53017 -3.77374 0.102 -0.180 -0.210
H 0.93427 -0.93842 -5.29224 -0.148 -0.110 0.240
H 1.23292 -3.89911 -4.66286 0.178 0.073 0.121
H 2.51769 -2.92387 -5.36040 -0.090 0.075 0.238
H 2.83508 -3.86659 -3.89819 -0.076 0.038 -0.020
H -0.34425 -3.69164 -3.25646 0.238 0.004 0.378
H -0.97560 -5.06556 -1.27917 0.522 0.220 -0.006
H 0.54347 -5.06187 0.67497 0.139 0.556 -0.312
H 1.07228 -1.80869 2.42927 0.366 -0.042 0.065
H 2.67151 -1.99578 3.21033 -0.165 -0.025 -0.254
H 2.51378 -0.99342 1.77189 -0.039 -0.048 0.279
H 4.09666 -4.12212 0.40376 0.034 0.188 0.075
H 4.13924 -2.35828 0.24955 0.049 -0.200 0.101
H 4.56209 -3.11279 1.79533 -0.166 -0.027 -0.164
H 2.31029 -5.29006 1.74849 -0.012 0.129 0.155
H 2.92537 -4.34580 3.10945 -0.154 0.102 -0.247
H 1.19115 -4.30028 2.73805 0.206 -0.089 -0.109
H -0.43071 -0.60929 -1.32681 -0.621 0.042 -0.108
H -0.47840 0.98648 -2.82458 -0.121 0.192 0.334
H -1.27841 3.22000 -3.62329 0.114 -0.146 0.270
H -3.52306 3.71198 0.00584 0.363 -0.094 0.055
H -2.55630 1.58982 0.92089 0.112 0.150 -0.510
H -1.22442 3.09411 3.66667 0.226 0.021 0.071
H 0.04083 2.49110 4.74546 0.016 0.081 -0.280
H 0.23195 4.08000 3.98536 -0.134 -0.156 -0.031
H 2.59474 1.67282 2.22120 -0.009 0.063 0.205
H 2.53968 3.21441 3.09962 0.006 -0.143 0.045
H 2.15476 1.68340 3.93421 0.012 0.148 -0.173
H 0.53070 0.39442 1.72603 -0.406 0.492 1.401
H 0.08906 0.46130 3.44256 -0.159 0.256 -0.368
H -1.03972 1.08243 2.14735 0.292 -0.106 0.376
H -1.19376 4.48059 2.12265 0.671 -0.090 -0.098
H -0.73456 6.26150 0.48350 0.171 -0.252 -0.025
H 1.13699 5.98803 -1.05657 -0.255 -0.444 -0.070
H 2.15014 5.93600 -2.67492 -0.186 -0.234 -0.206
H 2.38267 4.79700 -3.99248 -0.111 -0.030 0.308
H 0.77239 4.94600 -3.24141 0.330 0.024 0.054
H 2.73940 1.73115 -2.31500 -0.158 0.001 -0.168
H 1.22804 2.26824 -3.11964 0.308 -0.015 0.050
H 2.81804 2.70875 -3.77802 -0.177 -0.100 0.316
H 4.09206 3.47113 -0.88178 0.064 0.152 -0.117
H 4.34473 4.27026 -2.44802 -0.127 -0.010 0.203
H 3.65672 5.17781 -1.07719 0.088 -0.219 -0.084
H 3.56235 1.91366 0.06750 -0.135 -0.082 -0.022
H 3.90801 -0.69227 -0.61866 -0.191 0.065 0.224
C -1.72448 -4.41203 5.30178 0.025 -0.210 0.262
C -1.54952 -3.54662 4.08637 0.605 -0.218 -0.227
C -1.49926 -4.08752 2.79542 -0.523 0.474 0.185
C -1.52109 -3.23857 1.69232 0.559 -0.228 -0.115
C -1.32415 -1.84678 1.78221 -1.236 0.075 -0.103
C -1.47217 -1.16081 0.36441 -1.364 -1.986 0.839
C -2.99574 -0.97431 0.17203 0.073 0.121 -0.050
C -3.58366 -1.28521 -1.05973 -0.121 0.139 0.251
C -4.97343 -1.25999 -1.18495 0.060 -0.119 0.239
C -5.78093 -0.95895 -0.08143 -0.228 0.196 -0.224
C -7.27856 -1.05774 -0.14906 -0.272 -0.008 -0.096
C -5.19299 -0.54084 1.10507 0.499 -0.101 -0.040
C -3.81041 -0.55205 1.22936 -0.017 -0.074 -0.291
C -1.49612 -1.32717 3.08276 0.283 -0.264 0.000
C -1.49679 -2.16290 4.20410 -0.366 0.160 -0.429
H -2.37508 -3.90634 6.02928 0.184 -0.190 -0.181
H -2.19132 -5.36789 5.03089 0.128 0.235 0.105
H -0.77562 -4.63555 5.81242 -0.191 0.095 -0.196
H -1.50779 -5.16765 2.64697 -0.310 0.220 0.055
H -1.75238 -3.68560 0.71689 0.495 0.267 0.424
H -1.23738 -2.03030 -0.27575 -0.243 0.152 0.402
H -2.94898 -1.55044 -1.91503 -0.270 0.015 0.315
H -5.45459 -1.51990 -2.12811 0.180 0.008 0.177
H -7.70719 -0.92142 0.85136 0.021 -0.050 -0.292
H -7.70784 -0.29474 -0.81081 0.078 -0.148 0.105
H -7.59071 -2.03935 -0.52701 0.034 0.212 0.076
H -5.80650 -0.24081 1.95436 0.086 -0.102 -0.224
H -3.37693 -0.24317 2.17622 -0.118 -0.158 -0.233
H -1.72561 -0.28360 3.27949 0.466 -0.451 -0.148
H -1.52167 -1.71361 5.19198 -0.256 0.002 -0.065
```
Positions in Å, forces in eV/Å.

For the strongest force on any atom, the calculation gives 3.3 eV/Å. Its net charge is +1. The value obtained for the energy is -2372.31606 Ha. The HOMO energy comes out at -10.70 eV. The energy relative to the best compared isomer or geometry (same formula, charge and spin) comes out at 0.0 kJ/mol.

These are the Mulliken partial charges, in e, on atoms 1 to 5: -1.70 1.72 -1.40 -1.80 0.33